# 1
{
  "formula": "C13H52N26O13",
  "method": "wB97M-V/def2-TZVPD",
  "largest_force_ha_per_bohr": 0.1685,
  "e_lumo_ha": [-0.085, -0.302],
  "energy_ha": -2928.3181,
  "homo_ev": [-10.6, -10.6],
  "charge": 1,
  "orbital_gap_ev": [8.32, 2.41],
  "spin_multiplicity": 2,
  "e_above_lowest_kj_mol": 256.9,
  "species": ["C", "O", "N", "N", "H", "H", "H", "H", "C", "O", "N", "N", "H", "H", "H", "H", "C", "O", "N", "N", "H", "H", "H", "H", "C", "O", "N", "N", "H", "H", "H", "H", "C", "O", "N", "N", "H", "H", "H", "H", "C", "O", "N", "N", "H", "H", "H", "H", "C", "O", "N", "N", "H", "H", "H", "H", "C", "O", "N", "N", "H", "H", "H", "H", "C", "O", "N", "N", "H", "H", "H", "H", "C", "O", "N", "N", "H", "H", "H", "H", "C", "O", "N", "N", "H", "H", "H", "H", "C", "O", "N", "N", "H", "H", "H", "H", "C", "O", "N", "N", "H", "H", "H", "H"],
  "coordinates": [[-2.71818, 2.79351, 0.78468], [-1.53391, 3.02230, 0.56221], [-3.67114, 3.54887, 0.24683], [-3.24036, 2.07851, 1.72313], [-3.25469, 4.14054, -0.45787], [-4.60225, 3.64081, 0.62721], [-2.71283, 1.38076, 2.22807], [-4.22665, 2.11987, 1.93673], [-4.98209, -0.72666, 2.21714], [-4.31116, -1.74335, 2.25139], [-5.60626, -0.34487, 1.09363], [-5.34744, 0.00393, 3.23074], [-6.15863, 0.49640, 1.17880], [-5.58254, -0.94290, 0.28006], [-5.21056, -0.19248, 4.21195], [-5.69150, 0.92912, 3.01680], [-2.96107, -4.08602, -0.19844], [-4.14173, -3.94637, -0.47080], [-2.47882, -3.63595, 0.93895], [-2.03303, -4.67959, -0.87122], [-3.01026, -3.12723, 1.63095], [-1.48440, -3.46500, 0.98379], [-1.13229, -4.84565, -0.44554], [-2.13023, -5.13580, -1.76705], [0.31207, -2.71687, -5.37979], [0.57193, -3.85756, -5.05699], [-0.09687, -1.77547, -4.62974], [0.27470, -2.35364, -6.62477], [-0.14846, -1.81913, -3.62201], [-0.08668, -0.87630, -5.08963], [0.16910, -1.38724, -6.89864], [0.62945, -3.06016, -7.25333], [2.14245, -4.58618, -1.39556], [2.20590, -4.63810, -0.18633], [2.80148, -5.49684, -2.06132], [1.22771, -3.91833, -2.12016], [2.91527, -5.43832, -3.06318], [3.26487, -6.19267, -1.49459], [1.09745, -4.08988, -3.10693], [0.66031, -3.19189, -1.70730], [2.85293, 1.59760, 2.98949], [1.85208, 1.33873, 2.30072], [3.10733, 0.91935, 4.08107], [3.74782, 2.43181, 2.63188], [4.04956, 0.71845, 4.38429], [2.65632, 0.01648, 4.12017], [3.54682, 2.94081, 1.78299], [4.45286, 2.65147, 3.32092], [-0.56517, -0.65096, -0.08479], [-0.74088, -1.11436, -1.18127], [-1.32239, -0.78680, 0.92061], [0.40268, 0.15938, 0.24275], [-1.20686, -0.33825, 1.81814], [-2.05270, -1.47144, 0.78640], [1.05015, 0.46207, -0.47086], [0.44463, 0.62677, 1.13711], [2.30654, 0.10788, -2.71196], [2.11097, 0.62535, -1.65230], [1.85139, 0.59698, -3.83444], [3.07920, -0.92855, -2.98795], [2.54969, 0.45304, -4.54981], [1.34552, 1.47089, -3.81270], [3.48167, -1.56405, -2.31396], [3.17324, -1.25067, -3.94057], [-0.04400, 4.33017, 3.32631], [-0.53998, 5.41110, 3.49078], [0.84544, 4.13513, 2.40959], [-0.54916, 3.34845, 3.90897], [1.22319, 3.19960, 2.36286], [1.21006, 5.01094, 2.06302], [-1.25865, 3.44723, 4.62099], [-0.28565, 2.40509, 3.66253], [4.40095, -2.15579, 0.35541], [4.90571, -3.27331, 0.35256], [4.71502, -1.09331, -0.27503], [3.26876, -2.15207, 0.96496], [5.56227, -1.25974, -0.79904], [4.24888, -0.19755, -0.25430], [2.71767, -1.30567, 0.96143], [2.75784, -3.01116, 1.10995], [-2.44907, 0.47485, 4.76988], [-1.60383, 0.37755, 3.88240], [-2.74938, 1.54147, 5.41849], [-3.03140, -0.45071, 5.39870], [-3.65836, 1.67842, 5.83694], [-2.18404, 2.35778, 5.23378], [-3.65941, -0.25166, 6.16426], [-2.84607, -1.38093, 5.05164], [4.03032, 3.66985, -1.45113], [4.85123, 4.55792, -1.51555], [2.92282, 3.64850, -0.66878], [4.28564, 2.45131, -1.96894], [2.90967, 4.48687, -0.10572], [2.27656, 2.88284, -0.54134], [3.54495, 1.76544, -1.93637], [5.10148, 2.09014, -2.44230], [-2.02643, 1.23655, -3.41144], [-2.96279, 0.45422, -3.41397], [-1.95520, 2.22384, -4.29245], [-0.91079, 1.18266, -2.68958], [-1.04166, 2.65298, -4.32973], [-2.65741, 2.07022, -5.00196], [-0.38044, 2.02810, -2.53440], [-0.87682, 0.51654, -1.93116]]
}

# 2
{
  "formula": "C13H52O13",
  "method": "wB97M-V/def2-TZVPD",
  "largest_force_ha_per_bohr": 0.0524,
  "e_lumo_ha": [-0.101, -0.356],
  "energy_ha": -1503.9802,
  "homo_ev": [-11.7, -11.7],
  "charge": 1,
  "orbital_gap_ev": [8.94, 2.00],
  "spin_multiplicity": 2,
  "e_above_lowest_kj_mol": 126.4,
  "species": ["C", "O", "H", "H", "H", "H", "C", "O", "H", "H", "H", "H", "C", "O", "H", "H", "H", "H", "C", "O", "H", "H", "H", "H", "C", "O", "H", "H", "H", "H", "C", "O", "H", "H", "H", "H", "C", "O", "H", "H", "H", "H", "C", "O", "H", "H", "H", "H", "C", "O", "H", "H", "H", "H", "C", "O", "H", "H", "H", "H", "C", "O", "H", "H", "H", "H", "C", "O", "H", "H", "H", "H", "C", "O", "H", "H", "H", "H"],
  "coordinates": [[-2.36326, 2.75835, 0.87969], [-3.32262, 2.67607, -0.15176], [-2.92102, 2.99927, 1.78465], [-1.81824, 1.84363, 1.11277], [-1.62303, 3.54554, 0.73664], [-3.42362, 3.57181, -0.48203], [0.77359, 3.37172, -1.37924], [0.38484, 4.54825, -2.10903], [1.74084, 3.00932, -1.72739], [0.87347, 3.59265, -0.31654], [0.01272, 2.61911, -1.58599], [0.45381, 4.37036, -3.04988], [-2.01814, -4.00433, -2.09231], [-1.43658, -3.33402, -1.00351], [-2.98758, -3.57391, -2.34338], [-1.33336, -3.85008, -2.92621], [-2.09752, -5.07038, -1.87942], [-2.08622, -3.19898, -0.30973], [0.02689, 2.25031, 4.28811], [0.99698, 3.13169, 4.88148], [-0.87703, 2.39201, 4.88052], [-0.15269, 2.43919, 3.22972], [0.37153, 1.22616, 4.43112], [1.27060, 2.75949, 5.72303], [-3.17597, -0.42951, -0.79410], [-3.61864, 0.53574, -1.71906], [-2.23264, -0.18440, -0.30609], [-3.90717, -0.47335, 0.01306], [-3.16816, -1.43182, -1.22238], [-3.57618, 1.38853, -1.28028], [2.94837, 0.75043, -3.82139], [3.80580, -0.05594, -4.49787], [2.38314, 1.29885, -4.57496], [2.33448, 0.17103, -3.13180], [3.35485, 1.46697, -3.10765], [4.40851, 0.55919, -4.92207], [1.37934, -2.50310, -3.16944], [2.13430, -2.30983, -4.34165], [0.62987, -1.71708, -3.07693], [0.86693, -3.45459, -3.31159], [1.97849, -2.48175, -2.25913], [2.56634, -1.45255, -4.34407], [0.58178, -4.08393, 1.20904], [0.71539, -4.52516, -0.11860], [1.45317, -4.44109, 1.75789], [0.47269, -3.00141, 1.27508], [-0.35043, -4.52179, 1.56593], [-0.04923, -4.16215, -0.57156], [-2.15455, -0.24740, 3.66109], [-1.92988, -0.24442, 5.08600], [-2.71449, 0.60243, 3.27073], [-1.23619, -0.27166, 3.07448], [-2.66967, -1.15962, 3.36011], [-2.78702, -0.33247, 5.50928], [0.85866, -0.27784, -0.23973], [0.45717, 0.49577, 0.85970], [1.83164, -0.71377, -0.01311], [0.17790, -1.11976, -0.36553], [0.90677, 0.33299, -1.14122], [1.19113, 1.07589, 1.07502], [0.99945, -1.51876, 3.97150], [2.32506, -1.98267, 3.98486], [0.43951, -2.36560, 3.57474], [0.69109, -1.20027, 4.96728], [0.91417, -0.74086, 3.21274], [2.39780, -2.67913, 4.64156], [2.99967, 2.05302, 2.24824], [2.76122, 2.22129, 0.89629], [3.18239, 2.99412, 2.76693], [2.27777, 1.41916, 2.76319], [3.91971, 1.50130, 2.44121], [3.52896, 2.62712, 0.48706], [-1.16760, 0.81594, -4.45868], [-2.58682, 0.80364, -4.37341], [-0.67988, 0.89093, -3.48678], [-0.65694, -0.02158, -4.93393], [-0.88250, 1.58348, -5.17819], [-2.77397, 0.44422, -3.50313]]
}

# 3
{
  "formula": "C13H59I2N2O22P",
  "method": "wB97M-V/def2-TZVPD",
  "largest_force_ha_per_bohr": 0.1158,
  "e_lumo_ha": -0.021,
  "energy_ha": -3232.2310,
  "homo_ev": -9.2,
  "charge": 0,
  "orbital_gap_ev": 8.67,
  "spin_multiplicity": 1,
  "species": ["C", "C", "O", "P", "O", "C", "C", "C", "C", "N", "C", "C", "N", "C", "I", "C", "C", "I", "O", "C", "C", "H", "H", "H", "H", "H", "H", "H", "H", "H", "H", "H", "H", "H", "H", "H", "H", "H", "H", "H", "H", "H", "O", "H", "H", "O", "H", "H", "O", "H", "H", "O", "H", "H", "O", "H", "H", "O", "H", "H", "O", "H", "H", "O", "H", "H", "O", "H", "H", "O", "H", "H", "O", "H", "H", "O", "H", "H", "O", "H", "H", "O", "H", "H", "O", "H", "H", "O", "H", "H", "O", "H", "H", "O", "H", "H", "O", "H", "H"],
  "coordinates": [[-0.79548, -1.39724, 0.90738], [-0.66993, -0.09367, 1.70999], [0.41159, 0.76208, 1.26632], [0.19791, 1.38539, -0.22102], [0.59350, 2.82067, -0.10443], [1.45162, 0.58780, -1.27740], [1.02168, 0.30453, -2.73177], [0.23434, -1.02625, -2.89796], [-0.77108, -0.79550, -3.97178], [-1.65663, -0.76605, -4.67549], [1.08083, -2.30449, -3.18477], [2.51579, -2.17424, -2.74318], [3.49073, -1.85462, -2.26103], [0.51028, -3.55155, -2.43681], [1.96068, -5.17057, -2.69204], [-0.84359, -4.05838, -2.99066], [-0.94256, -4.13767, -4.52460], [-2.53204, -3.01247, -2.10304], [-1.31485, 1.17210, -0.70922], [-1.81779, 2.21003, -1.58076], [-3.35297, 2.06446, -1.71228], [-1.37554, -1.26669, -0.01364], [-1.34602, -2.13343, 1.50702], [0.18496, -1.83113, 0.67246], [-1.62627, 0.43287, 1.79375], [-0.41953, -0.39662, 2.72574], [1.83996, -0.32885, -0.81853], [2.29450, 1.28613, -1.31991], [1.93082, 0.35427, -3.34273], [0.38262, 1.09993, -3.12719], [-0.29231, -1.20017, -1.95325], [1.12319, -2.48136, -4.26347], [0.41731, -3.37862, -1.36277], [-0.94813, -5.08656, -2.63970], [-0.68010, -3.21110, -5.03238], [-0.30524, -4.97108, -4.82967], [-1.96715, -4.40757, -4.79357], [-1.62589, 3.22428, -1.22610], [-1.42041, 2.13909, -2.60036], [-3.69161, 0.98491, -1.55825], [-3.59717, 2.32096, -2.75321], [-3.89271, 2.77814, -1.08772], [1.35589, -5.50631, -6.37852], [1.99641, -5.60089, -5.66400], [1.71990, -6.03753, -7.09398], [-0.58620, 4.49189, 2.50513], [0.07055, 4.42814, 3.20753], [-0.19500, 3.99080, 1.77179], [5.56505, 0.52126, -2.27360], [4.86187, -0.13918, -2.22075], [6.36682, 0.00145, -2.38349], [0.14569, 1.17944, 4.31990], [1.05697, 0.87256, 4.37665], [0.20005, 1.97600, 3.77757], [-4.47576, 0.18287, -1.00660], [-4.38628, -0.64398, -1.50199], [-4.90026, -0.09738, -0.18340], [-0.20518, 0.43061, 7.19652], [-0.22370, 0.89288, 6.34775], [-1.13229, 0.24527, 7.38366], [1.86685, 5.91552, 3.03756], [2.81509, 6.05652, 2.98470], [1.49441, 6.76118, 2.77257], [2.92262, 8.36782, 3.88568], [3.85344, 8.59969, 3.96576], [2.51004, 8.78738, 4.64729], [3.50511, 2.99392, -1.04739], [4.34031, 2.76165, -0.62723], [2.90996, 3.20179, -0.31248], [-1.22672, 4.98798, 5.89721], [-1.51935, 4.30011, 5.28971], [-0.98861, 5.72147, 5.32099], [-1.15018, -4.08239, 2.22281], [-0.29808, -4.06360, 2.67717], [-1.74289, -4.48747, 2.86163], [-0.11785, -6.52218, 2.80649], [0.04697, -7.12681, 3.53817], [-0.60474, -7.05270, 2.16786], [1.78076, -3.07822, 3.17767], [1.92210, -2.34631, 3.78644], [2.64499, -3.49553, 3.10508], [-4.96296, -2.44720, 0.16592], [-5.63373, -3.13736, 0.23955], [-4.13541, -2.93115, 0.05689], [5.34163, -3.30102, -4.49191], [6.28530, -3.13175, -4.41423], [4.95642, -2.83884, -3.73773], [0.88611, 4.79420, -2.35357], [1.67526, 4.99261, -1.84036], [0.52271, 4.00971, -1.92309], [-2.20611, 1.69348, 8.83191], [-1.27565, 1.94708, 8.85285], [-2.59241, 2.13461, 9.59419], [-5.93226, -4.00388, 2.31666], [-4.98636, -3.83234, 2.36015], [-6.28766, -3.55400, 3.08961], [0.91237, 6.15156, -5.40970], [1.03867, 5.55341, -4.66071], [0.43802, 5.62140, -6.05623]]
}

Look up the charge of the first one.
+1

What is the formula in the first record?
C13H52N26O13